i | Density functional theory data (the ωB97M-V functional and the def2-TZVPD basis) for a 2-piece molecular cluster, C4H8N2 overall.

Calculated values
HOMO-LUMO gap (spin up / spin down) = 8.183 / 8.182 eV
multiplicity = 1

Element x y z (Å)
C 0.227 -1.630 -0.269
N -0.206 -0.305 0.196
C 0.216 0.095 1.372
C -0.883 0.431 -0.722
C -1.358 1.707 -0.378
N -1.746 2.757 -0.056
H 1.145 -1.514 -0.850
H -0.556 -2.066 -0.890
H 0.403 -2.272 0.593
H -0.022 1.098 1.700
H 1.755 1.354 -0.126
H 0.781 -0.592 1.985
H -1.115 -0.025 -1.671
H 1.399 1.459 -0.777

=====

ii | Density functional theory data (the ωB97M-V functional and the def2-TZVPD basis) for one molecule with the formula C4H8N2.

Calculated values
HOMO-LUMO gap = 8.927 eV
multiplicity = 1

Element x y z (Å)
C 0.256 -1.588 -0.110
C -1.015 1.418 0.556
C 0.965 -2.961 -0.136
C -1.067 2.877 0.236
N -0.037 0.827 -0.073
N 0.745 -0.444 -0.321
H -0.846 -1.533 0.188
H 0.140 -3.799 -0.083
H 1.650 -3.071 0.815
H 1.658 -3.048 -0.976
H -1.925 3.238 -0.233
H -0.233 3.142 -0.539
H -0.899 3.463 1.174
H 0.607 1.477 -0.496

=====

iii | Density functional theory data (the ωB97M-V functional and the def2-TZVPD basis) for a 2-piece molecular cluster, C4H8N2 overall.

Calculated values
HOMO-LUMO gap = 10.741 eV
multiplicity = 1

Element x y z (Å)
H 0.476 0.730 0.748
N -0.525 0.595 0.878
C -1.217 0.775 -0.153
C -2.702 0.682 -0.074
H -0.803 1.026 -1.141
H -3.085 1.678 0.149
H -2.991 0.019 0.736
H -3.127 0.347 -1.015
C 3.100 -0.985 0.127
C 3.382 0.416 -0.007
N 3.584 1.535 -0.117
H 3.067 -1.439 -0.864
H 2.141 -1.133 0.625
H 3.887 -1.455 0.716

=====

iv | Density functional theory data (the ωB97M-V functional and the def2-TZVPD basis) for a 2-piece molecular cluster, C4H8N2 overall.

Calculated values
HOMO-LUMO gap = 9.924 eV
multiplicity = 1

Element x y z (Å)
C 1.863 -1.054 -1.504
C 1.856 0.058 -0.810
N 1.906 1.104 -0.170
H 1.822 -1.009 -2.586
H 1.904 -2.016 -1.008
H 0.964 1.436 0.054
C -1.307 1.441 1.097
N -1.109 0.648 0.132
C -1.269 -0.776 0.391
H -1.166 2.512 0.935
H -1.588 1.119 2.109
H -0.355 -1.163 0.856
H -1.405 -1.307 -0.554
H -2.117 -0.992 1.056

=====

Relative energies, in eV, with the most stable structure set to zero: i 2.208; ii 3.614; iii 0.000; iv 1.477.

=====

i | Density functional theory data (the ωB97M-V functional and the def2-TZVPD basis) for one molecule with the formula C4H8N2.

Calculated values
HOMO-LUMO gap (spin up / spin down) = 8.198 / 6.734 eV
multiplicity = 1

Element x y z (Å)
C 0.675 -0.624 1.116
N 0.242 0.348 0.125
C -0.355 1.587 0.610
C 0.083 -0.026 -1.124
C -0.253 -1.407 -1.601
N -0.490 -2.368 -0.839
H 0.546 -0.209 2.117
H 1.726 -0.879 0.953
H 0.086 -1.545 0.933
H -1.265 1.334 1.166
H -0.630 2.216 -0.239
H 0.329 2.129 1.267
H -0.192 0.784 -1.802
H -0.501 -1.339 -2.682

=====

ii | Density functional theory data (the ωB97M-V functional and the def2-TZVPD basis) for a 2-piece molecular cluster, C4H8N2 overall.

Calculated values
HOMO-LUMO gap = 9.338 eV
multiplicity = 1

Element x y z (Å)
C 1.500 -0.189 0.460
N 0.037 -0.263 0.409
C -0.543 0.605 -0.608
C -1.657 -1.468 0.026
C -0.222 2.014 -0.434
N 0.035 3.122 -0.241
H 1.896 -0.540 -0.500
H 1.843 -0.853 1.246
H 1.865 0.824 0.656
H -0.331 0.018 1.316
H -0.221 0.255 -1.594
H -1.634 0.447 -0.540
H -1.304 -1.905 -0.926
H -1.196 -2.121 0.778

=====

Relative energies, in eV, with the most stable structure set to zero: i 0.000; ii 1.382.

=====

i | Density functional theory data (the ωB97M-V functional and the def2-TZVPD basis) for a 2-piece molecular cluster, C4H8N2 overall.

Calculated values
HOMO-LUMO gap = 9.841 eV
multiplicity = 1

Element x y z (Å)
C -0.942 -0.002 1.508
N 0.050 0.688 1.703
N 0.098 -0.880 1.831
H -2.015 -0.033 1.507
H -0.161 -1.227 2.767
C 0.079 -1.197 -0.848
C -0.166 0.082 -1.297
C 0.724 1.233 -1.082
H 1.054 -1.210 -0.378
H -0.456 -2.048 -0.881
H -1.080 0.190 -1.921
H 0.337 1.937 -1.745
H 1.801 0.943 -1.179
H 0.678 1.525 0.015

=====

ii | Density functional theory data (the ωB97M-V functional and the def2-TZVPD basis) for C4H8N2 as an isolated structure.

Calculated values
HOMO-LUMO gap = 9.049 eV
multiplicity = 1

Element x y z (Å)
C -0.687 0.283 0.094
C -0.995 1.682 0.448
C 0.962 -1.570 -0.463
N -1.616 -0.503 -0.437
C 0.754 -0.127 -0.104
N 1.644 0.767 -0.004
H -2.549 -0.248 -0.118
H -0.875 0.691 1.436
H 2.587 0.394 -0.120
H -1.943 2.066 0.085
H -0.260 2.366 0.856
H 0.477 -2.212 0.274
H 0.476 -1.779 -1.417
H 2.023 -1.810 -0.531

=====

iii | Density functional theory data (the ωB97M-V functional and the def2-TZVPD basis) for one molecule with the formula C4H8N2.

Calculated values
HOMO-LUMO gap = 9.984 eV
multiplicity = 1

Element x y z (Å)
C -0.389 1.328 0.288
N -0.454 0.044 -0.389
C -1.226 -0.941 0.345
C 0.824 -0.437 -0.876
C 2.006 -0.082 -0.052
N 2.931 0.251 0.558
H -1.396 1.611 0.608
H -0.018 2.100 -0.394
H 0.263 1.315 1.179
H -0.825 -1.181 1.345
H -1.287 -1.865 -0.240
H -2.247 -0.563 0.466
H 1.021 -0.052 -1.884
H 0.797 -1.528 -0.953

=====

Relative energies, in eV, with the most stable structure set to zero: i 4.336; ii 2.452; iii 0.000.

=====

i | Density functional theory data (the ωB97M-V functional and the def2-TZVPD basis) for one molecule with the formula C4H8N2.

Calculated values
HOMO-LUMO gap = 9.413 eV
multiplicity = 1

Element x y z (Å)
C 0.384 0.871 1.972
N -0.454 1.019 1.049
N -0.114 0.365 -0.069
C -1.015 -0.244 -1.085
C 0.178 -1.029 -1.539
C 0.871 -0.710 -0.212
H 1.308 0.315 1.868
H 0.058 1.465 2.855
H -1.338 0.472 -1.835
H -1.896 -0.822 -0.617
H 0.568 -0.548 -2.404
H 0.052 -2.076 -1.752
H 1.917 -0.317 -0.300
H 0.803 -1.495 0.513

=====

ii | Density functional theory data (the ωB97M-V functional and the def2-TZVPD basis) for one molecule with the formula C4H8N2.

Calculated values
HOMO-LUMO gap = 9.529 eV
multiplicity = 1

Element x y z (Å)
C 1.677 -0.433 -0.336
C 0.263 -0.215 0.083
C -0.170 0.838 1.106
C -0.769 0.900 -0.295
N -1.843 0.027 -0.538
N -0.835 -1.239 0.073
H 2.041 0.433 -0.650
H 1.645 -1.109 -1.182
H 2.184 -0.943 0.418
H 0.700 1.400 1.438
H -0.850 0.596 1.941
H -0.696 1.685 -1.047
H -2.782 -0.053 -0.310
H -0.566 -1.887 -0.700

=====

iii | Density functional theory data (the ωB97M-V functional and the def2-TZVPD basis) for one molecule with the formula C4H8N2.

Calculated values
HOMO-LUMO gap = 10.168 eV
multiplicity = 1

Element x y z (Å)
C -0.177 1.800 -0.428
N 0.760 0.740 -0.160
C 0.228 -0.430 0.510
C -0.727 -1.115 -0.491
C 1.196 -1.457 1.053
N 1.752 -2.457 1.371
H -0.598 1.557 -1.523
H 0.348 2.847 -0.302
H -1.258 1.736 0.254
H 1.618 0.894 0.322
H -0.404 -0.227 1.478
H -0.110 -1.281 -1.315
H -1.592 -0.589 -0.858
H -1.037 -2.017 0.089

=====

Relative energies, in eV, with the most stable structure set to zero: i 0.451; ii 2.403; iii 0.000.

=====

i | Density functional theory data (the ωB97M-V functional and the def2-TZVPD basis) for one molecule with the formula C4H8N2.

Calculated values
HOMO-LUMO gap = 9.667 eV
multiplicity = 1

Element x y z (Å)
N -0.673 -2.054 0.687
N -0.252 -0.749 1.094
C 0.180 0.038 0.022
C 1.461 0.822 -0.131
C 0.116 1.482 -0.241
C -0.652 0.661 -1.170
H -0.357 -2.098 -0.347
H -0.165 -2.730 1.266
H -1.159 -0.202 1.464
H 2.132 0.457 -0.912
H 2.001 1.082 0.825
H -0.333 2.225 0.556
H -1.729 0.703 -0.919
H -0.571 0.363 -2.195

=====

ii | Density functional theory data (the ωB97M-V functional and the def2-TZVPD basis) for one molecule with the formula C4H8N2.

Calculated values
HOMO-LUMO gap = 7.552 eV
multiplicity = 1

Element x y z (Å)
C 0.797 1.179 -0.470
C -1.023 0.199 0.881
C -0.307 -1.209 0.703
C 1.168 -0.164 -0.830
H 1.314 2.113 -1.006
H 1.169 1.316 0.554
H -1.354 1.062 -1.027
H -2.158 0.026 0.991
H -0.903 0.330 2.049
H -1.046 -2.124 0.492
H 0.859 -2.233 -0.389
H 1.728 -0.559 -1.564
N -0.788 1.218 -0.120
N 0.545 -1.154 -0.265

=====

Relative energies, in eV, with the most stable structure set to zero: i 0.000; ii 0.533.

=====

i | Density functional theory data (the ωB97M-V functional and the def2-TZVPD basis) for an isolated ion of composition CH6N3 and charge +1.

Calculated values
HOMO-LUMO gap = 10.808 eV
charge = +1
multiplicity = 1

Element x y z (Å)
N 0.818 0.616 -0.962
C 0.104 0.009 -0.066
N -1.249 -0.097 -0.149
N 0.614 -0.260 1.134
H 0.869 -0.619 -1.181
H 0.566 1.564 -1.240
H -1.663 -0.901 0.288
H -1.657 0.295 -0.978
H 1.540 0.092 1.312
H 0.058 -0.698 1.841

=====

ii | Density functional theory data (the ωB97M-V functional and the def2-TZVPD basis) for a 2-piece molecular cluster, CH6N3 overall.

Calculated values
HOMO-LUMO gap = 9.179 eV
charge = +1
multiplicity = 1

Element x y z (Å)
C -1.980 0.445 0.311
N -0.825 0.224 0.280
N -3.336 0.684 0.233
N 2.760 -0.513 -0.261
H 2.838 -1.586 -0.486
H -3.949 0.236 -0.350
H -3.695 0.950 1.155
H 1.893 -0.315 0.266
H 2.619 -0.117 -1.220
H 3.676 -0.009 0.071

=====

iii | Density functional theory data (the ωB97M-V functional and the def2-TZVPD basis) for CH6N3 as an isolated structure.

Calculated values
HOMO-LUMO gap = 9.424 eV
charge = +1
multiplicity = 1

Element x y z (Å)
C 1.806 0.308 1.293
N 0.784 -0.061 0.509
N -0.157 -1.326 -0.518
N -1.212 -0.616 -1.049
H 2.598 -0.388 1.520
H 1.793 1.305 1.706
H 0.116 0.701 0.396
H -1.825 -0.091 -0.381
H -1.785 -1.409 -1.398
H -1.007 0.000 -1.875

=====

Relative energies, in eV, with the most stable structure set to zero: i 1.597; ii 0.000; iii 4.960.